This record from the OMol25 dataset describes the molecule C5H10N4O2 at a distorted geometry. The level of theory is ωB97M-V/def2-TZVPD.

```
21
C5H10N4O2 ωB97M-V/def2-TZVPD
C 0.18 1.00 0.80
C 1.46 0.99 0.55
C -0.67 -0.15 0.61
C -0.37 -2.44 -0.20
C 3.63 1.07 -0.48
N -0.28 -1.46 0.87
N -2.06 1.34 -0.36
N -1.86 0.15 0.13
N 2.67 0.87 0.57
O -3.49 1.57 -0.42
O -2.85 -0.83 0.05
H -0.32 1.93 1.00
H -0.08 -3.41 0.20
H 0.29 -2.19 -1.05
H -1.39 -2.49 -0.55
H 4.29 1.87 -0.18
H 4.21 0.15 -0.56
H 3.18 1.31 -1.45
H 0.63 -1.46 1.32
H -3.54 2.50 -0.66
H -3.65 -0.33 -0.20
```

Values from the calculation:
* orbital gap (spin up / spin down): 0.25964 / 0.25958 Eh
* LUMO energy (spin up / spin down): 0.7 / 0.7 eV
* energy above the lowest of the compared OMol25 structures with the same formula, charge and spin: 6.262 eV

Let us look at the natural (NBO) charges, expressed in e, one per atom: -0.456 0.415 0.296 -0.414 -0.424 -0.601 -0.219 0.139 -0.421 -0.654 -0.535 0.279 0.204 0.174 0.219 0.214 0.211 0.188 0.385 0.491 0.511

---

This record from the OMol25 dataset describes a structure of composition C38H36As2FI2N3OSTl at a distorted geometry. The level of theory is ωB97M-V/def2-TZVPD.

```
85
C38H36As2FI2N3OSTl ωB97M-V/def2-TZVPD
Tl -0.09 -0.22 1.41
I -3.80 -3.92 0.22
C -1.83 -4.16 0.80
C -1.34 -5.48 0.97
C -0.06 -5.72 1.37
I 0.58 -7.68 1.61
C 0.81 -4.62 1.62
C 2.15 -4.73 2.05
C 2.91 -3.62 2.27
C 2.33 -2.36 2.05
N 1.09 -2.23 1.63
C 0.31 -3.32 1.43
C -1.05 -3.06 1.03
O -1.48 -1.83 0.89
H -2.01 -6.30 0.77
H 2.56 -5.72 2.22
H 3.92 -3.69 2.61
H 2.89 -1.45 2.20
C -0.91 0.80 -2.23
C -1.44 1.88 -1.31
As -2.21 1.25 0.40
C -3.93 0.59 -0.17
C -3.99 -0.50 -1.03
C -5.22 -0.93 -1.51
C -6.38 -0.30 -1.10
C -6.33 0.75 -0.21
C -5.10 1.21 0.26
C -2.56 2.90 1.30
C -2.16 3.04 2.62
C -2.38 4.24 3.29
C -2.99 5.30 2.63
C -3.39 5.16 1.30
C -3.17 3.97 0.64
As 0.43 -0.40 -1.46
C 0.50 -1.83 -2.74
C 1.13 -1.68 -3.98
C 1.11 -2.72 -4.88
C 0.46 -3.91 -4.57
C -0.16 -4.06 -3.34
C -0.14 -3.02 -2.42
C 2.10 0.55 -1.77
C 2.18 1.75 -2.47
C 3.40 2.38 -2.64
C 4.55 1.82 -2.10
C 4.47 0.63 -1.39
C 3.25 -0.01 -1.23
H -0.49 1.23 -3.15
H -1.72 0.14 -2.56
H -2.25 2.43 -1.80
H -0.66 2.61 -1.04
H -3.09 -1.04 -1.31
H -5.26 -1.77 -2.18
H -7.34 -0.65 -1.46
H -7.23 1.23 0.13
H -5.07 2.04 0.96
H -1.68 2.22 3.15
H -2.08 4.35 4.32
H -3.16 6.23 3.14
H -3.87 5.98 0.79
H -3.50 3.86 -0.39
H 1.65 -0.76 -4.23
H 1.59 -2.61 -5.84
H 0.45 -4.72 -5.28
H -0.66 -4.99 -3.09
H -0.63 -3.14 -1.46
H 1.29 2.19 -2.89
H 3.46 3.30 -3.20
H 5.50 2.31 -2.24
H 5.37 0.18 -0.99
H 3.21 -0.95 -0.69
C 4.02 0.80 3.53
N 2.80 0.97 2.78
C 2.56 2.00 1.97
S 1.03 2.15 1.18
N 3.49 2.93 1.77
C 3.36 4.10 0.92
H 3.94 -0.12 4.09
H 4.19 1.61 4.25
H 4.88 0.73 2.86
H 1.96 0.43 3.04
H 4.31 2.89 2.36
H 2.57 3.92 0.20
H 4.30 4.25 0.38
H 3.13 4.98 1.51
F 0.60 -0.09 3.43
```

Values from the calculation:
* orbital gap: 0.25548 Eh
* LUMO energy: -3.0 eV
* charge: +1

Let us look at the Löwdin charges, expressed in e, one per atom: 0.609 1.035 -0.656 -0.217 -0.680 0.963 -0.195 -0.017 -0.017 -0.106 0.028 -0.139 -0.466 -0.284 0.078 0.066 0.113 0.096 -0.401 -0.399 1.273 -0.355 -0.159 -0.108 -0.068 -0.066 -0.091 -0.408 -0.121 -0.065 -0.067 -0.067 -0.108 1.283 -0.371 -0.091 -0.071 -0.070 -0.063 -0.094 -0.412 -0.108 -0.075 -0.082 -0.076 -0.117 0.074 0.064 0.082 0.045 0.073 0.102 0.109 0.109 0.099 0.094 0.111 0.109 0.110 0.107 0.104 0.108 0.109 0.110 0.079 0.092 0.109 0.107 0.106 0.100 -0.057 -0.050 -0.705 0.726 -0.015 -0.075 0.094 0.098 0.094 0.013 0.132 0.043 0.091 0.096 -0.456

---

This record from the OMol25 dataset describes a cluster of 15 separate species, C37H104O15 in total at a distorted geometry. The level of theory is ωB97M-V/def2-TZVPD.

```
156
C37H104O15 ωB97M-V/def2-TZVPD
C 0.91 -3.87 3.09
O 0.34 -3.40 4.34
H 1.11 -4.94 3.04
H 0.28 -3.68 2.22
H 1.87 -3.34 3.05
H -0.54 -3.73 4.52
C -5.40 -0.17 3.26
C -3.91 -0.08 3.11
C -3.17 -0.89 4.11
O -3.55 -0.49 1.79
H -5.65 0.08 4.29
H -5.66 -1.21 3.10
H -5.93 0.48 2.56
H -3.57 0.96 3.14
H -3.32 -0.38 5.07
H -2.14 -1.00 3.77
H -3.61 -1.88 4.23
H -2.72 -0.04 1.63
C 2.25 5.68 -0.14
C 0.84 5.26 -0.08
C 0.30 5.20 1.30
O 0.06 6.18 -0.85
H 2.30 6.76 0.02
H 2.73 5.48 -1.10
H 2.89 5.14 0.55
H 0.77 4.24 -0.46
H 0.09 6.17 1.77
H 1.00 4.66 1.94
H -0.63 4.64 1.36
H -0.87 6.14 -0.64
C 5.06 4.04 3.05
C 4.36 2.68 3.09
C 2.85 2.76 2.76
O 4.98 1.75 2.19
H 6.13 4.03 3.29
H 4.56 4.71 3.74
H 5.04 4.52 2.07
H 4.58 2.32 4.09
H 2.60 3.06 1.74
H 2.33 3.41 3.46
H 2.52 1.73 2.93
H 4.44 0.96 2.19
C 4.37 -0.74 -4.30
C 3.09 -1.58 -4.00
C 1.78 -1.18 -4.66
O 3.42 -2.95 -4.24
H 5.30 -1.09 -3.85
H 4.32 0.35 -4.24
H 4.64 -0.90 -5.35
H 2.93 -1.51 -2.93
H 1.78 -0.09 -4.68
H 0.95 -1.54 -4.04
H 1.74 -1.62 -5.66
H 3.94 -3.24 -3.49
C -0.59 3.05 6.22
C -1.07 2.07 5.13
C -0.74 2.69 3.72
O -0.48 0.79 5.36
H -0.67 4.10 5.95
H 0.48 2.86 6.33
H -1.11 2.73 7.12
H -2.16 2.10 5.26
H -1.48 2.33 3.00
H 0.27 2.58 3.32
H -0.89 3.77 3.68
H -0.83 0.50 6.20
C 3.85 -2.90 -0.33
C 4.81 -4.03 -0.78
C 4.31 -5.43 -0.44
O 4.96 -3.92 -2.15
H 4.30 -1.94 -0.57
H 3.71 -2.79 0.75
H 2.87 -2.96 -0.81
H 5.76 -3.80 -0.30
H 5.05 -6.18 -0.73
H 3.36 -5.57 -0.96
H 4.09 -5.46 0.62
H 5.71 -4.46 -2.43
C -2.48 -0.55 -2.64
C -3.16 -0.85 -3.96
C -4.69 -1.25 -3.81
O -3.14 0.29 -4.72
H -2.41 -1.46 -2.04
H -3.11 0.11 -2.04
H -1.42 -0.30 -2.69
H -2.53 -1.61 -4.44
H -5.10 -0.64 -3.01
H -4.82 -2.30 -3.54
H -5.35 -1.05 -4.65
H -3.79 0.90 -4.35
C -2.24 3.46 -1.59
C -3.48 2.99 -0.87
C -3.37 3.05 0.66
O -4.66 3.73 -1.24
H -2.47 4.31 -2.23
H -1.94 2.74 -2.35
H -1.36 3.65 -0.98
H -3.63 1.93 -1.08
H -3.70 4.05 0.96
H -2.36 2.91 1.04
H -4.06 2.36 1.16
H -4.50 4.65 -1.01
C 0.67 1.14 -0.01
C -0.33 0.07 0.19
C 0.32 -1.30 -0.07
O -0.79 0.17 1.49
H 1.00 1.19 -1.05
H 1.52 1.05 0.67
H 0.11 2.07 0.11
H -1.19 0.35 -0.43
H 0.27 -1.56 -1.13
H -0.32 -2.06 0.38
H 1.31 -1.40 0.38
H -0.08 0.03 2.12
C 0.53 -5.73 -1.04
C -0.47 -4.96 -1.91
C 0.19 -4.14 -3.00
O -1.28 -5.86 -2.53
H 1.00 -6.59 -1.52
H 0.03 -6.11 -0.15
H 1.28 -5.03 -0.69
H -1.02 -4.29 -1.24
H -0.51 -3.71 -3.73
H 0.97 -4.72 -3.49
H 0.78 -3.38 -2.49
H -1.98 -5.32 -2.90
C -3.19 -5.44 0.85
C -3.06 -3.97 0.88
C -4.01 -3.29 -0.13
O -3.46 -3.49 2.14
H -4.22 -5.64 1.11
H -2.42 -5.86 1.51
H -3.04 -5.82 -0.16
H -2.07 -3.57 0.66
H -3.86 -3.59 -1.16
H -3.74 -2.24 -0.21
H -5.02 -3.36 0.28
H -3.66 -2.56 2.09
C 0.84 3.31 -3.46
C 1.26 3.73 -4.87
C 0.30 3.51 -5.98
O 1.72 5.07 -4.96
H 0.58 2.26 -3.31
H -0.01 3.91 -3.12
H 1.61 3.56 -2.73
H 2.13 3.11 -5.11
H -0.57 4.16 -5.89
H -0.07 2.49 -5.93
H 0.76 3.67 -6.96
H 1.02 5.64 -4.64
O 0.76 -0.73 3.53
H 0.65 -1.58 3.96
H 0.52 -0.09 4.20
O 3.36 -0.63 2.51
H 3.86 -0.78 3.32
H 2.46 -0.82 2.76
```

Values from the calculation:
* orbital gap: 0.35367 Eh
* LUMO energy: 0.1 eV
* energy above the lowest of the compared OMol25 structures with the same formula, charge and spin: 0.000 eV

Atom charges from the Löwdin analysis, given in e for atoms 1 to 99: -0.106 -0.130 0.080 0.071 0.077 0.090 -0.037 -0.517 -0.049 -0.069 0.086 0.087 0.084 0.120 0.083 0.079 0.081 0.045 -0.043 -0.532 -0.056 -0.042 0.096 0.084 0.070 0.101 0.097 0.057 0.060 0.078 -0.056 -0.467 -0.058 -0.054 0.075 0.076 0.070 0.129 0.069 0.071 0.053 0.024 -0.045 -0.480 -0.033 -0.065 0.069 0.066 0.071 0.107 0.068 0.049 0.088 0.026 -0.054 -0.429 -0.026 -0.059 0.080 0.082 0.077 0.125 0.043 0.052 0.071 0.108 -0.038 -0.484 -0.038 -0.051 0.084 0.062 0.058 0.136 0.081 0.059 0.081 0.116 -0.062 -0.490 -0.027 -0.039 0.062 0.063 0.074 0.132 0.071 0.065 0.075 0.092 -0.046 -0.458 -0.035 -0.046 0.089 0.066 0.052 0.110 0.081

---

This record from the OMol25 dataset describes a structure of composition C30H35AsN7O5SW at a distorted geometry. The level of theory is ωB97M-V/def2-TZVPD.

```
80
C30H35AsN7O5SW ωB97M-V/def2-TZVPD
W -0.48 -0.58 -0.44
N 1.73 0.27 3.40
C 1.12 0.25 2.20
S 1.58 -1.11 1.13
N 0.21 1.11 1.90
N -0.36 1.08 0.65
C -1.75 0.89 0.68
C -2.58 1.44 -0.39
C -3.75 2.16 -0.15
C -4.48 2.69 -1.20
C -4.08 2.46 -2.51
C -2.94 1.72 -2.78
C -2.18 1.21 -1.74
O -1.06 0.50 -1.94
H 2.52 -0.33 3.53
H 1.61 1.07 3.99
H -2.18 0.89 1.68
H -4.07 2.33 0.87
H -5.34 3.29 -0.99
H -4.66 2.86 -3.33
H -2.64 1.51 -3.80
C -4.25 -5.30 1.83
C -2.82 -5.83 1.87
C -2.22 -5.94 0.47
C -1.94 -4.96 2.79
N -1.76 -3.64 2.25
C -0.79 -3.21 1.41
N -1.06 -1.91 1.14
N -2.20 -1.63 1.83
N -2.59 -2.64 2.47
H -4.86 -5.92 1.19
H -4.28 -4.28 1.45
H -4.69 -5.30 2.83
H -2.83 -6.83 2.33
H -2.27 -5.00 -0.07
H -2.77 -6.68 -0.10
H -1.18 -6.26 0.51
H -0.96 -5.41 2.92
H -2.43 -4.84 3.76
H 0.06 -3.76 1.08
C 3.25 1.01 -0.75
As 1.63 0.26 -1.66
C 1.67 1.64 -3.12
C 2.61 -1.19 -2.64
C 2.01 -1.56 -3.97
C 0.67 -1.34 -4.27
C 0.15 -1.69 -5.51
C 0.97 -2.27 -6.47
C 2.31 -2.49 -6.18
C 2.82 -2.13 -4.95
H 3.93 1.44 -1.49
H 3.77 0.25 -0.17
H 2.93 1.80 -0.07
H 2.50 1.42 -3.81
H 1.81 2.63 -2.67
H 0.73 1.64 -3.67
H 2.62 -2.06 -1.97
H 3.66 -0.87 -2.79
H 0.00 -0.90 -3.53
H -0.89 -1.50 -5.73
H 0.57 -2.53 -7.43
H 2.95 -2.93 -6.92
H 3.87 -2.30 -4.73
O -2.11 -1.57 -1.06
C -1.32 -2.40 -1.69
O -0.05 -2.19 -1.35
C -1.73 -3.34 -2.66
C -0.77 -4.12 -3.34
C -1.13 -4.97 -4.37
C -2.47 -5.04 -4.70
O -3.08 -5.79 -5.65
C -4.45 -5.45 -5.61
O -4.67 -4.58 -4.52
C -3.44 -4.30 -4.00
C -3.12 -3.45 -2.99
H 0.26 -4.02 -3.06
H -0.40 -5.55 -4.90
H -5.05 -6.36 -5.49
H -4.73 -4.95 -6.55
H -3.85 -2.87 -2.45
```

Values from the calculation:
* orbital gap (spin up / spin down): 0.22233 / 0.21557 Eh
* LUMO energy (spin up / spin down): -3.7 / -3.9 eV
* energy above the lowest of the compared OMol25 structures with the same formula, charge and spin: 2.383 eV
* charge: +1

Let us look at the Löwdin charges, expressed in e, one per atom: 1.404 0.080 -0.801 0.643 -0.010 -0.216 -0.222 -0.173 -0.024 -0.083 -0.075 -0.005 -0.312 -0.338 0.083 0.108 0.124 0.116 0.104 0.106 0.115 -0.067 -0.392 -0.065 -0.101 -0.081 -0.081 -0.165 0.051 0.102 0.084 0.068 0.085 0.142 0.063 0.087 0.083 0.139 0.139 0.140 -0.279 1.142 -0.220 -0.276 -0.299 -0.091 -0.077 -0.083 -0.073 -0.042 0.036 0.006 0.029 0.045 0.036 0.020 0.077 0.088 0.074 0.110 0.105 0.107 0.115 -0.096 -0.452 -0.244 -0.142 0.015 0.044 -0.161 0.072 -0.131 0.057 -0.180 0.110 0.128 0.132 0.149 0.150 0.143

---

Question: Number 4 is which compound?
Answer: C30H35AsN7O5SW